No. 1
Molecular formula: C24H22N4O3
Method: DFT, ωB97M-V/def2-TZVPD

Each line ends with the natural charge from an NBO analysis.
Positions of all 53 atoms, in Å:
C (-1.58027, -2.99337, -1.48652)  -0.256
H (-1.07192, -3.89639, -1.83921)  0.179
O (-0.96379, -1.82807, -1.97808)  -0.519
C (0.33374, -1.58275, -1.63697)  0.352
C (1.10185, -2.38253, -0.80383)  -0.317
C (2.40243, -2.02135, -0.49033)  -0.261
C (2.95637, -0.85696, -0.99901)  0.266
C (2.19812, -0.07853, -1.87219)  -0.221
C (0.90629, -0.43330, -2.18340)  -0.252
H (0.30991, 0.17674, -2.84197)  0.226
H (2.63922, 0.81229, -2.28908)  0.231
O (4.24346, -0.42766, -0.74025)  -0.512
C (4.75512, -0.59126, 0.55966)  -0.063
C (4.27298, 0.52357, 1.51746)  -0.227
N (2.84238, 0.64528, 1.50588)  -0.359
C (1.98055, -0.27130, 2.02087)  0.037
C (0.68669, 0.01363, 1.64751)  -0.181
C (-0.46413, -0.77547, 1.94441)  0.065
N (-1.60440, -0.51239, 1.43806)  -0.250
N (-2.64379, -1.31983, 1.71177)  -0.436
C (-3.91483, -1.11801, 1.25860)  0.650
O (-4.81054, -1.86089, 1.61014)  -0.590
C (-4.12252, 0.04301, 0.34931)  -0.105
C (-3.27368, 0.34126, -0.71152)  -0.225
C (-3.58546, 1.43527, -1.50551)  0.025
N (-4.63918, 2.20881, -1.31129)  -0.407
C (-5.45161, 1.91177, -0.31103)  0.027
C (-5.24773, 0.84048, 0.54277)  -0.211
H (-5.93513, 0.61959, 1.34438)  0.232
H (-6.30705, 2.56432, -0.19363)  0.193
H (-2.95298, 1.70735, -2.34042)  0.194
H (-2.40445, -0.25664, -0.92660)  0.249
H (-2.51910, -2.10756, 2.35703)  0.376
H (-0.31439, -1.64274, 2.60409)  0.156
C (0.75627, 1.20002, 0.84260)  -0.012
C (-0.20125, 1.97175, 0.19310)  -0.198
C (0.22113, 3.06786, -0.52594)  -0.237
C (1.57315, 3.40798, -0.60097)  -0.199
C (2.53917, 2.66505, 0.04429)  -0.252
C (2.12091, 1.55613, 0.76865)  0.140
H (3.58091, 2.94038, -0.02502)  0.215
H (1.86842, 4.27354, -1.17550)  0.213
H (-0.50357, 3.68026, -1.04145)  0.216
H (-1.24267, 1.70538, 0.26079)  0.237
H (2.34224, -1.07906, 2.63016)  0.211
H (4.62185, 0.29341, 2.52919)  0.209
H (4.69861, 1.47780, 1.20442)  0.217
H (4.49633, -1.56941, 0.97740)  0.168
H (5.84247, -0.53156, 0.46260)  0.200
H (2.97064, -2.67459, 0.15515)  0.211
H (0.70611, -3.29345, -0.38319)  0.219
H (-2.59750, -2.97749, -1.87502)  0.206
H (-1.61541, -3.00040, -0.39235)  0.172

Properties
ΔE to the lowest compared entry with this formula, charge and spin in kJ/mol: 297.5
Orbital gap in eV: 8.185
Structure (SMILES): COc1ccc(OCCn2cc(/C=N/NC(=O)c3ccncc3)c3ccccc32)cc1
Strongest force on any atom in hartree/bohr: 0.024
2S+1: 1

***

No. 2
Molecular formula: C24H23AsBrCl5IN3O5Ti
Method: DFT, ωB97M-V/def2-TZVPD

Each line ends with the natural charge from an NBO analysis.
Positions of all 64 atoms, in Å:
Ti (0.19744, 0.40116, 0.16433)  1.605
Cl (1.83594, 0.31562, 3.16815)  0.042
C (2.88639, 0.11294, 1.79380)  0.034
C (2.29090, 0.05831, 0.54382)  -0.565
C (3.13396, -0.16305, -0.52997)  -0.063
Cl (2.35624, -0.28426, -2.08922)  0.049
C (4.50980, -0.30656, -0.40878)  -0.081
Cl (5.48548, -0.57319, -1.79467)  0.076
C (5.07428, -0.23400, 0.86479)  -0.077
Cl (6.76742, -0.40853, 1.06120)  0.089
C (4.25734, -0.02918, 1.97927)  -0.124
Cl (4.93360, 0.03455, 3.55443)  0.080
O (0.07601, 2.11821, 1.33556)  -0.775
C (-1.02187, 1.71094, 1.85749)  0.798
O (-1.51138, 0.64013, 1.38593)  -0.729
C (-1.65652, 2.43979, 2.96296)  -0.215
C (-2.88780, 2.02028, 3.46399)  -0.114
C (-3.48079, 2.71377, 4.50554)  -0.208
C (-2.84933, 3.82268, 5.05101)  -0.143
C (-1.62645, 4.21762, 4.53715)  0.006
C (-1.01218, 3.54636, 3.50302)  -0.091
N (-0.95324, 5.40286, 5.10949)  0.530
O (0.10098, 5.73451, 4.61029)  -0.364
O (-1.49442, 5.94877, 6.04430)  -0.350
H (-3.36502, 1.15363, 3.02681)  0.240
H (-4.43652, 2.39384, 4.89560)  0.238
H (-3.28912, 4.38174, 5.86427)  0.264
H (-0.05086, 3.87305, 3.13387)  0.263
Br (-3.36112, -4.14289, -3.94367)  0.099
C (-1.71897, -3.71081, -4.77085)  -0.184
C (-1.39701, -4.34603, -5.96338)  -0.213
C (-0.20087, -4.06220, -6.60203)  -0.190
C (0.68380, -3.14494, -6.05588)  -0.186
C (0.37042, -2.50570, -4.86634)  -0.283
C (-0.83047, -2.79058, -4.23281)  -0.049
I (-1.24480, -1.79319, -2.43232)  0.192
H (-2.08881, -5.06306, -6.38245)  0.241
H (0.04019, -4.56420, -7.52887)  0.232
H (1.62131, -2.92663, -6.54880)  0.229
H (1.06063, -1.79907, -4.42653)  0.224
C (-0.92773, -2.00053, 3.03229)  -0.928
As (-0.03244, -2.16749, 1.31435)  0.904
C (1.61808, -3.08329, 1.76711)  -0.936
C (-1.03941, -3.67569, 0.61622)  -0.931
H (-0.82941, -2.92736, 3.59549)  0.236
H (-1.98075, -1.79324, 2.84897)  0.240
H (-0.49921, -1.17968, 3.60006)  0.240
H (1.38684, -4.05971, 2.18960)  0.237
H (2.18210, -2.49685, 2.48968)  0.243
H (2.21362, -3.20697, 0.86340)  0.242
H (-1.10868, -4.43574, 1.39369)  0.234
H (-0.53491, -4.09105, -0.25327)  0.245
H (-2.04086, -3.36117, 0.32863)  0.241
C (-0.73442, 1.70043, -4.11444)  -0.414
N (-0.63581, 2.79462, -3.15548)  -0.560
C (-0.35950, 2.61524, -1.86818)  0.821
N (-0.26644, 3.65795, -1.04463)  -0.781
O (-0.16852, 1.42828, -1.43595)  -0.803
H (-0.48783, 2.08346, -5.10101)  0.225
H (-1.73772, 1.27643, -4.13080)  0.217
H (-0.02850, 0.91944, -3.84756)  0.229
H (-0.83124, 3.72705, -3.47920)  0.411
H (-0.33009, 4.60504, -1.37329)  0.415
H (-0.03172, 3.47816, -0.07619)  0.445

Properties
Orbital gap (spin up / spin down) in eV: 7.743 / 8.233
Strongest force on any atom in hartree/bohr: 0.009
Total charge: +1
2S+1: 2

***

No. 3
Molecular formula: C24H23BClF6N8O4PS3Ti
Method: DFT, ωB97M-V/def2-TZVPD

Each line ends with the Mulliken charge.
Positions of all 72 atoms, in Å:
Ti (0.00968, 0.99597, -2.32493)  1.067
C (0.51914, 3.51063, -5.81914)  -0.857
N (-0.43143, 3.97283, -4.81494)  0.178
C (-0.64873, 5.28872, -4.50092)  -0.378
C (-1.60397, 5.30915, -3.53965)  -0.757
N (-1.97455, 4.01552, -3.26829)  0.451
B (-3.12686, 3.78983, -2.18970)  0.259
N (-3.34587, 2.28775, -1.81358)  -0.096
C (-4.46460, 1.55430, -2.09576)  -0.462
C (-4.34265, 0.34221, -1.48980)  -0.400
N (-3.14063, 0.34359, -0.83282)  0.256
C (-2.62450, -0.72442, 0.02256)  -0.693
C (-2.54918, 1.52934, -1.05788)  0.080
S (-0.96113, 1.98139, -0.50345)  -0.421
C (-1.24169, 3.21990, -4.04542)  0.317
S (-1.31118, 1.47196, -4.13969)  -0.440
H (1.46066, 4.03541, -5.67961)  0.377
H (0.12706, 3.70490, -6.81538)  0.308
H (0.68369, 2.44435, -5.69635)  0.239
H (-0.10999, 6.08612, -4.98029)  0.492
H (-2.05528, 6.13688, -3.02316)  0.492
H (-4.15353, 4.18753, -2.66443)  -0.156
H (-2.78604, 4.38394, -1.20501)  -0.048
H (-5.26767, 1.95882, -2.68456)  0.530
H (-5.01346, -0.49720, -1.45775)  0.482
H (-3.38926, -1.49345, 0.08496)  0.297
H (-2.41768, -0.32980, 1.01447)  0.219
H (-1.70936, -1.14166, -0.39207)  0.209
O (3.60120, -4.77947, -3.08488)  -0.450
C (3.06935, -3.54711, -3.02109)  0.444
O (3.25314, -2.73845, -3.88029)  -0.474
C (2.25323, -3.23132, -1.81616)  -0.146
C (2.51495, -3.48085, -0.48597)  0.287
Cl (3.74842, -4.40198, 0.23127)  -0.170
N (1.58974, -2.82090, 0.25510)  0.610
N (0.72040, -2.17484, -0.52317)  -0.402
C (1.11698, -2.40075, -1.76626)  0.333
C (0.30142, -1.83598, -2.86040)  0.268
O (0.20883, -2.22875, -3.97027)  -0.488
O (-0.40121, -0.71933, -2.39147)  0.065
C (1.41997, -2.75746, 1.67702)  -0.164
C (2.43019, -2.13154, 2.40157)  -0.100
C (2.48272, -1.85088, 3.73741)  -0.748
C (0.12164, -2.35221, 4.52864)  -0.100
C (-0.28803, -3.22068, 3.39452)  -1.309
C (0.21882, -3.32466, 2.15116)  -0.057
H (3.32815, -5.31392, -2.32806)  0.343
H (3.30267, -1.82057, 1.84116)  0.407
H (3.38400, -1.38754, 4.11222)  0.287
H (-0.16410, -2.86245, 5.45136)  0.493
H (-1.20292, -3.76017, 3.60652)  0.380
H (-0.33630, -3.91811, 1.43364)  0.445
F (1.29029, 2.72105, -2.61288)  -0.334
P (2.72491, 1.77473, -2.65437)  1.449
F (3.24367, 2.58503, -3.87707)  -0.322
F (1.85870, 0.91020, -1.42493)  -0.418
F (3.34799, 2.68976, -1.56354)  -0.347
F (3.84415, 0.70366, -2.63673)  -0.297
F (1.76690, 0.80951, -3.64386)  -0.374
C (-1.10523, -0.52560, 8.14739)  -1.413
C (-0.39713, -0.79961, 6.85650)  0.901
C (1.01945, -1.11565, 6.94283)  -0.752
C (1.85838, -1.54302, 5.97388)  -0.097
N (1.53102, -2.01844, 4.72051)  0.184
C (-0.60732, -0.98493, 4.53960)  0.364
S (-0.71564, -0.06451, 3.19340)  -0.242
N (-1.05492, -0.64179, 5.75926)  -0.380
H (-0.92754, -1.32814, 8.86383)  0.370
H (-2.17063, -0.41205, 7.96859)  0.364
H (-0.72195, 0.39528, 8.59234)  0.330
H (1.48887, -0.91573, 7.89747)  0.344
H (2.92177, -1.54435, 6.17680)  0.372

Properties
ΔE to the lowest compared entry with this formula, charge and spin in kJ/mol: 359.2
Orbital gap (spin up / spin down) in eV: 5.230 / 6.112
Strongest force on any atom in hartree/bohr: 0.009
Total charge: +1
2S+1: 2